{"formula": "C49H65N4P3RuS2Si", "method": "wB97M-V/def2-TZVPD", "e_homo_ev": [-2.7701, -2.7496], "fmax_ev_per_a": 1.48, "spin_multiplicity": 2, "total_charge": -1, "orbital_gap_ev": [4.94, 4.92], "species": ["H", "N", "H", "C", "C", "C", "H", "S", "C", "C", "H", "H", "C", "H", "H", "H", "C", "H", "N", "H", "H", "H", "Ru", "P", "C", "H", "C", "H", "H", "H", "C", "C", "H", "C", "H", "H", "H", "H", "C", "C", "N", "C", "C", "C", "C", "H", "H", "C", "H", "C", "H", "C", "H", "H", "C", "H", "C", "H", "Si", "C", "H", "H", "C", "C", "C", "H", "C", "H", "H", "C", "C", "C", "C", "H", "H", "H", "C", "C", "H", "P", "H", "C", "H", "H", "H", "H", "C", "H", "C", "H", "C", "H", "C", "H", "H", "C", "H", "C", "H", "C", "S", "C", "H", "C", "C", "H", "N", "C", "H", "H", "C", "H", "C", "H", "H", "P", "H", "H", "H", "C", "H", "H", "H", "H", "H"], "xyz": [[-5.278, -1.691, -0.860], [-0.986, 0.879, -2.417], [3.076, 1.465, 2.023], [4.088, 1.152, 0.122], [-1.414, -0.622, 2.977], [2.953, 4.444, 0.979], [4.845, 1.424, 2.132], [-3.335, 4.271, 0.319], [2.665, -0.831, -1.598], [3.351, -1.836, 3.983], [0.719, 2.906, -2.150], [-3.783, -4.227, 0.123], [1.688, -1.666, 1.732], [0.955, -3.788, -1.436], [3.934, -0.072, 1.902], [4.365, 2.194, -0.080], [1.513, 2.775, -2.879], [-0.983, -1.390, 4.992], [0.149, -0.570, -3.869], [0.730, 0.298, 5.771], [3.214, 0.852, -3.959], [-5.392, -3.109, -2.306], [0.318, 1.068, 0.299], [2.410, 1.086, -0.727], [-2.032, -2.984, 0.070], [2.365, 1.885, 4.171], [2.612, -3.444, -2.732], [-5.121, -3.020, 1.156], [-3.992, -1.898, 1.903], [0.438, 6.890, -0.611], [-3.389, 3.390, -1.158], [-4.709, 0.181, -0.038], [1.378, 3.267, 4.651], [-0.792, -5.159, 1.312], [-2.087, -3.581, -4.018], [3.323, 2.972, -1.775], [3.660, 3.760, 1.434], [-0.535, -2.474, 3.677], [-2.737, -4.155, 0.382], [-0.871, 0.265, -3.551], [-1.623, 2.381, -0.048], [2.255, 6.705, 0.522], [1.482, -0.829, 2.835], [3.609, -1.267, -2.541], [-2.135, 1.619, -2.369], [4.975, -0.788, -0.310], [-5.685, -1.441, 1.690], [0.930, 4.844, -0.247], [4.014, 6.181, 1.639], [3.657, 1.692, -3.423], [-3.851, 2.076, -3.670], [-0.663, -2.875, 0.402], [0.056, 4.466, -0.764], [2.965, -3.182, 0.907], [-2.593, 0.309, 3.262], [-2.234, -2.265, 4.106], [-1.276, -1.743, 4.003], [-0.286, -5.989, 1.792], [0.533, -1.302, 0.229], [-2.140, -5.237, 0.999], [-3.533, -0.248, 3.213], [-4.124, 3.609, -1.912], [-4.431, -3.594, -2.487], [-2.922, 1.567, -3.476], [-3.260, -2.615, -2.472], [-3.494, -1.812, -3.181], [0.212, 1.554, 4.021], [3.758, 2.517, -4.137], [-0.984, 0.601, 5.592], [2.754, -2.565, 1.776], [0.002, 1.039, 5.453], [1.701, -3.068, -1.756], [1.456, 2.442, 3.937], [-1.102, -2.684, -2.857], [-4.305, -4.391, -1.753], [1.581, 2.865, 2.938], [2.774, 2.159, -2.268], [1.832, 3.915, 0.308], [-2.643, 1.112, 2.520], [0.120, 0.374, 2.548], [-2.717, -6.127, 1.224], [3.972, 0.986, 1.634], [4.329, -2.804, -3.858], [6.106, 0.442, 0.257], [-2.540, 0.762, 4.254], [0.348, -0.754, -4.835], [-4.540, -1.338, -0.134], [-1.813, -4.226, -2.392], [-1.989, -3.311, -2.962], [-4.017, 0.607, 0.691], [5.228, 0.270, -0.376], [1.752, 3.750, -3.318], [1.712, -1.788, -1.190], [4.000, -1.885, 4.849], [4.663, 1.414, -3.110], [2.305, -0.923, 3.955], [0.954, -3.975, 1.297], [1.631, 2.488, 0.187], [-5.729, 0.436, 0.268], [-2.399, 2.467, -1.199], [-2.194, 0.540, -4.658], [3.148, 5.811, 1.101], [-4.491, -4.075, -3.469], [-1.969, 3.319, 0.793], [3.585, -2.533, -3.115], [5.520, 0.487, -1.403], [-1.200, 3.646, 1.858], [1.150, 6.208, -0.160], [-1.631, 3.939, 2.717], [2.182, -0.262, 4.798], [-0.091, -4.003, 1.019], [4.414, -3.349, 2.890], [-4.847, -1.969, 1.224], [1.128, 2.136, -3.678], [-1.624, -1.099, 2.017], [-2.843, -1.654, -0.913], [2.418, 7.773, 0.601], [2.571, -4.434, -3.172], [-0.650, 2.199, 3.846], [3.581, -2.655, 2.887], [-0.365, 3.060, 1.905], [-4.506, 0.665, -0.993], [0.080, 1.886, 6.142], [4.405, -0.611, -2.863], [0.930, -0.606, -3.224]], "forces_ev_per_a": [[0.0, 0.0, 0.1], [0.1, 0.0, 0.0], [0.0, 0.0, 0.0], [0.0, 0.1, 0.1], [0.0, 0.0, 0.1], [0.0, 0.1, 0.2], [0.0, 0.0, 0.0], [0.0, 0.0, 0.0], [-0.1, 0.0, -0.1], [0.0, 0.0, 0.0], [0.0, 0.0, 0.0], [0.0, 0.0, 0.1], [0.0, 0.0, 0.0], [0.0, 0.0, 0.0], [0.0, 0.0, 0.0], [0.0, 0.0, 0.0], [0.0, -0.1, 0.0], [0.0, 0.0, 0.0], [0.1, 0.0, -0.1], [0.0, 0.0, 0.0], [0.0, 0.0, 0.0], [0.0, 0.0, 0.0], [0.7, 0.5, 1.2], [0.0, -0.3, -0.1], [0.0, -0.1, 0.0], [0.0, 0.0, 0.0], [0.0, 0.0, 0.0], [0.0, 0.0, 0.0], [0.0, 0.0, 0.0], [0.0, 0.0, 0.0], [0.0, 0.0, 0.0], [0.0, 0.0, 0.0], [0.0, 0.0, 0.0], [0.0, 0.0, 0.0], [0.0, 0.0, 0.0], [-0.1, 0.0, 0.0], [0.0, 0.0, 0.0], [0.0, 0.0, 0.0], [0.0, 0.0, 0.0], [0.0, 0.0, 0.1], [0.0, 0.1, -0.3], [0.0, 0.1, 0.0], [-0.1, -0.1, 0.1], [0.0, 0.0, 0.0], [0.0, 0.0, 0.0], [0.0, 0.0, 0.0], [0.0, 0.0, 0.0], [0.1, 0.1, -0.2], [0.0, 0.0, 0.0], [0.0, 0.0, 0.0], [0.0, 0.0, 0.0], [0.0, 0.0, 0.1], [0.0, 0.0, 0.0], [0.0, 0.0, 0.0], [0.0, 0.0, 0.0], [0.0, 0.0, 0.0], [0.0, 0.0, 0.0], [0.0, 0.0, 0.0], [0.0, -0.3, -0.4], [0.0, 0.0, 0.0], [0.0, 0.0, 0.0], [0.0, 0.0, 0.0], [0.0, -0.1, 0.0], [0.0, 0.0, 0.0], [0.0, 0.1, -0.1], [0.0, 0.0, 0.0], [0.0, 0.0, 0.0], [0.0, 0.0, 0.0], [0.0, 0.0, 0.0], [0.1, 0.1, 0.0], [0.0, 0.0, 0.0], [0.0, 0.0, 0.0], [0.0, 0.0, 0.0], [0.0, 0.0, 0.0], [0.0, 0.0, -0.1], [0.0, 0.0, 0.0], [0.1, 0.1, 0.1], [0.0, -0.3, 0.2], [0.0, 0.0, 0.0], [-0.1, -0.2, -0.2], [0.0, 0.0, 0.0], [0.0, 0.0, 0.0], [0.0, 0.0, 0.0], [0.0, 0.0, 0.0], [0.0, 0.0, 0.0], [0.0, 0.0, 0.0], [0.0, 0.0, -0.1], [0.0, 0.0, 0.0], [0.0, 0.0, 0.0], [0.1, 0.0, 0.0], [0.0, 0.0, 0.0], [0.0, 0.0, 0.0], [-0.1, 0.1, 0.0], [0.0, 0.0, 0.0], [0.0, 0.0, 0.0], [0.0, 0.0, 0.0], [-0.1, 0.0, 0.0], [-0.6, 0.1, -0.6], [0.0, 0.0, 0.0], [-0.1, -0.1, 0.1], [0.0, 0.0, 0.0], [-0.1, 0.0, 0.0], [0.0, 0.0, 0.0], [0.2, 0.0, 0.0], [0.0, 0.0, 0.0], [0.0, 0.0, 0.0], [-0.1, -0.2, 0.1], [0.0, -0.1, 0.0], [0.0, 0.0, 0.0], [0.0, 0.0, 0.0], [0.1, 0.0, 0.0], [0.0, 0.0, 0.0], [0.1, 0.0, 0.0], [0.0, 0.0, 0.0], [0.0, 0.0, 0.0], [0.1, 0.0, 0.1], [0.0, 0.0, 0.0], [0.0, 0.0, 0.0], [-0.1, 0.1, -0.1], [0.0, 0.0, 0.0], [0.0, 0.0, 0.1], [0.0, 0.0, 0.0], [0.0, 0.0, 0.0], [0.0, 0.0, 0.0], [0.0, 0.0, 0.1]], "lowdin_charge": [0.077, 0.077, 0.023, -0.480, -0.524, -0.063, 0.083, 1.028, -0.268, -0.099, 0.021, 0.070, -0.298, 0.082, 0.057, 0.087, -0.128, 0.055, 0.132, 0.054, 0.058, 0.057, 0.575, 0.826, -0.391, 0.067, -0.112, 0.059, 0.054, 0.093, -0.380, -0.142, 0.078, -0.089, 0.076, 0.092, 0.093, 0.069, -0.128, -0.713, 0.024, -0.130, -0.365, -0.154, -0.373, 0.070, 0.073, -0.076, 0.091, -0.127, 0.062, -0.266, 0.090, 0.103, -0.118, 0.076, -0.090, 0.097, 0.556, -0.094, 0.061, 0.068, -0.122, -0.378, -0.552, 0.070, -0.516, 0.074, 0.046, -0.112, -0.111, -0.129, -0.120, 0.044, 0.056, 0.037, -0.468, -0.314, 0.051, 0.944, 0.095, -0.120, 0.089, 0.074, 0.061, 0.097, -0.527, 0.076, -0.130, 0.056, -0.113, 0.080, -0.337, 0.094, 0.051, -0.101, 0.075, -0.407, 0.076, -0.343, 1.002, -0.110, 0.073, -0.735, -0.109, 0.048, 0.106, -0.103, 0.096, 0.071, -0.115, 0.096, -0.116, 0.059, 0.043, 1.116, 0.083, 0.090, 0.061, -0.096, 0.030, 0.047, 0.076, 0.059, 0.071]}